{
  "formula": "C56H141N2O40P9",
  "method": "ωB97M-V/def2-TZVPD",
  "e_above_lowest_kj_mol": 54.9,
  "max_force_ev_per_a": 5.47,
  "molar_mass_g_mol": 1761.48,
  "homo_energy_ev": -10.26,
  "total_charge": 0,
  "species": ["C", "C", "O", "P", "O", "O", "C", "C", "O", "C", "C", "H", "H", "H", "H", "H", "H", "H", "H", "H", "H", "H", "H", "H", "H", "H", "C", "C", "O", "P", "O", "O", "C", "C", "O", "C", "C", "H", "H", "H", "H", "H", "H", "H", "H", "H", "H", "H", "H", "H", "H", "H", "C", "C", "O", "P", "O", "O", "C", "C", "O", "C", "C", "H", "H", "H", "H", "H", "H", "H", "H", "H", "H", "H", "H", "H", "H", "H", "C", "C", "O", "P", "O", "O", "C", "C", "O", "C", "C", "H", "H", "H", "H", "H", "H", "H", "H", "H", "H", "H", "H", "H", "H", "H", "C", "C", "O", "P", "O", "O", "C", "C", "O", "C", "C", "H", "H", "H", "H", "H", "H", "H", "H", "H", "H", "H", "H", "H", "H", "H", "C", "C", "O", "P", "O", "O", "C", "C", "O", "C", "C", "H", "H", "H", "H", "H", "H", "H", "H", "H", "H", "H", "H", "H", "H", "H", "C", "C", "O", "P", "O", "O", "C", "C", "O", "C", "C", "H", "H", "H", "H", "H", "H", "H", "H", "H", "H", "H", "H", "H", "H", "H", "C", "C", "O", "P", "O", "O", "C", "C", "O", "C", "C", "H", "H", "H", "H", "H", "H", "H", "H", "H", "H", "H", "H", "H", "H", "H", "C", "C", "O", "P", "O", "O", "C", "C", "O", "C", "C", "H", "H", "H", "H", "H", "H", "H", "H", "H", "H", "H", "H", "H", "H", "H", "C", "N", "O", "O", "H", "H", "H", "C", "N", "O", "O", "H", "H", "H"],
  "positions_angstrom": [[-0.36476, -3.87456, 0.71612], [-0.64829, -5.33968, 0.85996], [0.14134, -6.00085, -0.12869], [1.21987, -7.11659, 0.36886], [0.86618, -7.79273, 1.64925], [1.27071, -8.18593, -0.89060], [1.63196, -7.73805, -2.11558], [1.40788, -8.83041, -3.14513], [2.67164, -6.38857, 0.31091], [3.83961, -7.05152, 0.73511], [4.10938, -7.15259, 2.28451], [-0.75919, -3.54802, -0.24611], [-0.90122, -3.30112, 1.47210], [0.68012, -3.63167, 0.90930], [-0.52784, -5.68711, 1.88606], [-1.71607, -5.51609, 0.73030], [1.01034, -6.86485, -2.31360], [2.68194, -7.44540, -2.11580], [1.91069, -8.70610, -4.10420], [1.74702, -9.81910, -2.83597], [0.38966, -8.84946, -3.53368], [3.80627, -8.09052, 0.40728], [4.65149, -6.55400, 0.20462], [4.43329, -6.14102, 2.52926], [3.16800, -7.38248, 2.78357], [4.87812, -7.89312, 2.50533], [-2.01077, 8.97558, 1.34450], [-2.14839, 7.47784, 1.11294], [-1.16229, 7.09655, 0.19188], [-1.50064, 6.84699, -1.40164], [-2.82450, 7.36530, -1.89217], [-0.08286, 7.25289, -2.16601], [0.02383, 8.47584, -2.89326], [-0.34218, 9.72007, -2.09420], [-1.53930, 5.18103, -1.42329], [-0.32974, 4.53817, -1.09429], [0.53703, 4.11830, -2.25147], [-1.03522, 9.24722, 1.74775], [-2.21332, 9.32335, 0.33151], [-2.74988, 9.51523, 1.93662], [-1.85481, 7.03807, 2.06610], [-3.11118, 7.17301, 0.70279], [1.08297, 8.66267, -3.07049], [-0.35670, 8.34606, -3.90640], [0.02390, 9.65031, -1.06988], [0.12891, 10.58164, -2.56735], [-1.41826, 9.89152, -2.12138], [0.27951, 5.07695, -0.36859], [-0.65951, 3.60442, -0.63880], [0.87554, 5.06133, -2.68066], [1.39279, 3.54105, -1.90140], [-0.03537, 3.56611, -2.99683], [-3.94315, 5.20769, -5.61375], [-3.71571, 4.60610, -4.16310], [-4.54014, 3.43555, -4.19011], [-5.65570, 3.17653, -3.05467], [-5.90573, 4.35991, -2.19590], [-6.82464, 2.55321, -3.95705], [-8.16956, 2.55402, -3.51757], [-9.07282, 2.50778, -4.70570], [-5.09140, 1.81868, -2.26096], [-4.17456, 1.77861, -1.15824], [-2.72772, 1.72756, -1.67204], [-5.00212, 5.26896, -5.86460], [-3.52263, 6.21224, -5.56754], [-3.42669, 4.53547, -6.29893], [-2.68844, 4.31562, -3.94302], [-4.02630, 5.24314, -3.33496], [-8.30317, 1.66625, -2.89942], [-8.36170, 3.46327, -2.94796], [-9.16230, 3.50190, -5.14366], [-8.86374, 1.71039, -5.41883], [-10.10329, 2.36963, -4.37839], [-4.36785, 2.64270, -0.52255], [-4.33693, 0.92876, -0.49531], [-2.51138, 0.74226, -2.08494], [-2.48854, 2.53814, -2.36041], [-1.91475, 1.80653, -0.95028], [-2.66166, -6.76382, 4.14325], [-3.33143, -5.52059, 4.64911], [-3.60120, -4.70944, 3.60793], [-4.14963, -3.14709, 3.78106], [-3.79903, -2.47635, 5.07748], [-3.59977, -2.53658, 2.41966], [-3.91355, -3.11220, 1.16193], [-4.09141, -1.93686, 0.16208], [-5.69333, -3.24298, 3.48655], [-6.36911, -2.07786, 3.23201], [-7.76544, -2.35052, 3.79646], [-2.59537, -7.52641, 4.91924], [-3.14647, -7.16224, 3.25201], [-1.61152, -6.62392, 3.88687], [-4.32996, -5.69137, 5.05146], [-2.73970, -5.00699, 5.40684], [-3.13705, -3.79419, 0.81545], [-4.80687, -3.73674, 1.15728], [-3.29578, -1.22250, 0.37366], [-4.01157, -2.26844, -0.87318], [-5.01307, -1.35680, 0.20886], [-5.95902, -1.13660, 3.59801], [-6.43098, -1.86493, 2.16480], [-7.63065, -2.55232, 4.85911], [-8.44966, -1.50558, 3.71879], [-8.26783, -3.15319, 3.25662], [-2.85789, 1.07797, -5.76984], [-2.60617, -0.35016, -5.58749], [-1.78943, -0.58578, -4.48204], [-0.93053, -1.95120, -4.21448], [-0.41779, -2.57358, -5.47360], [0.30432, -1.39541, -3.22844], [1.29415, -0.48704, -3.82214], [0.86333, 0.92992, -3.78184], [-1.94400, -2.74845, -3.18027], [-2.89439, -3.72673, -3.64795], [-2.97908, -4.81386, -2.68431], [-3.14788, 1.51613, -4.81484], [-2.17889, 1.60083, -6.44339], [-3.76632, 1.16106, -6.36647], [-3.57148, -0.85625, -5.57566], [-2.06600, -0.73007, -6.45466], [2.24173, -0.63923, -3.30540], [1.50776, -0.78279, -4.84927], [0.21575, 1.19718, -4.61691], [0.47980, 1.18245, -2.79329], [1.75955, 1.53962, -3.89641], [-3.90841, -3.32704, -3.65830], [-2.78118, -4.10296, -4.66466], [-3.27541, -4.40109, -1.72000], [-3.74204, -5.56890, -2.87380], [-2.04886, -5.37239, -2.58027], [3.71555, -3.17205, 2.13668], [4.39841, -2.05994, 2.87788], [4.69420, -2.67669, 4.10681], [3.64057, -2.82208, 5.38046], [2.88307, -1.57931, 5.69071], [2.77342, -4.16463, 5.13765], [1.31031, -4.23046, 5.13544], [0.80692, -5.66246, 5.11947], [4.65951, -3.35476, 6.48615], [4.87851, -2.62345, 7.70237], [5.90014, -1.47862, 7.41083], [3.36913, -2.81579, 1.16654], [4.36742, -4.00404, 1.87033], [2.81805, -3.51512, 2.65136], [5.31599, -1.86080, 2.32426], [3.93708, -1.08218, 3.01666], [0.81381, -3.75925, 5.98370], [0.97570, -3.62038, 4.29642], [1.22480, -6.34560, 5.85892], [-0.25933, -5.58863, 5.33340], [1.00533, -6.11914, 4.14984], [3.89571, -2.25280, 7.99358], [5.19416, -3.31867, 8.48028], [5.50204, -0.85361, 6.61148], [6.02759, -0.93503, 8.34697], [6.85279, -1.92014, 7.11819], [7.64551, 1.63608, 4.19805], [6.26280, 2.17379, 3.99092], [6.35364, 3.09790, 2.95814], [5.89321, 2.77312, 1.44769], [6.89395, 1.92249, 0.73029], [4.40722, 2.12125, 1.62577], [3.36193, 2.81784, 2.28964], [2.56157, 3.44126, 1.16362], [5.74002, 4.21142, 0.71987], [6.67301, 5.20954, 0.98116], [6.21831, 6.00012, 2.19875], [7.74943, 0.95473, 5.04249], [7.97855, 1.08981, 3.31557], [8.37230, 2.43611, 4.33878], [5.53234, 1.38716, 3.80189], [5.97305, 2.73525, 4.87912], [2.80000, 2.03899, 2.80510], [3.68696, 3.54929, 3.02954], [3.05038, 4.35036, 0.81334], [2.31882, 2.76494, 0.34400], [1.62298, 3.80975, 1.57756], [7.64476, 4.79990, 1.25683], [6.81528, 5.79727, 0.07429], [6.68753, 6.98249, 2.14514], [5.13963, 6.15542, 2.21969], [6.47365, 5.50533, 3.13580], [5.73064, -0.23738, -7.99918], [5.57825, 0.72016, -6.83803], [6.41853, 0.26807, -5.75382], [5.97526, -0.92736, -4.73886], [4.53192, -1.35711, -4.75349], [7.05302, -2.05914, -5.07719], [8.36306, -2.06300, -4.55141], [9.03717, -3.43969, -4.78146], [6.51629, -0.31422, -3.30896], [6.20978, -0.83098, -2.01910], [5.17153, 0.12079, -1.39288], [4.97334, -0.01545, -8.75106], [6.65763, -0.35690, -8.55999], [5.47360, -1.23643, -7.64711], [5.73174, 1.72680, -7.22691], [4.51848, 0.65490, -6.59159], [8.93717, -1.21288, -4.91990], [8.38134, -1.99348, -3.46378], [10.06322, -3.40259, -4.41548], [8.49392, -4.20745, -4.23052], [8.92068, -3.71938, -5.82850], [5.76665, -1.82073, -2.12923], [7.13180, -0.82227, -1.43780], [5.33298, 1.18109, -1.58732], [4.13854, -0.00874, -1.71579], [5.25417, -0.01721, -0.31482], [-7.88955, 4.63628, 6.69383], [-7.71848, 3.40339, 5.87499], [-6.57520, 3.55251, 5.05212], [-5.96022, 2.30136, 4.21724], [-6.19684, 0.95984, 4.80481], [-6.75223, 2.51410, 2.77719], [-6.49609, 3.64380, 1.98436], [-7.34442, 3.52666, 0.74306], [-4.41853, 2.68937, 3.94255], [-3.47616, 1.66568, 3.66017], [-2.65661, 2.19474, 2.46226], [-8.53514, 4.35068, 7.52433], [-6.96865, 4.98078, 7.16432], [-8.38803, 5.44473, 6.15899], [-7.64509, 2.51027, 6.49552], [-8.61123, 3.21517, 5.27860], [-6.68207, 4.61417, 2.44468], [-5.46516, 3.84733, 1.69474], [-7.15891, 4.41018, 0.13227], [-7.05172, 2.67619, 0.12732], [-8.39875, 3.46944, 1.01364], [-2.76086, 1.52875, 4.47115], [-4.00495, 0.74563, 3.41116], [-3.36763, 2.30071, 1.64291], [-2.10781, 3.13606, 2.49134], [-1.91591, 1.47409, 2.11568], [2.40002, -4.20911, -3.13151], [3.27329, -3.86687, -1.94713], [4.30597, -4.47267, -1.79142], [2.94258, -2.84370, -1.30757], [2.45443, -5.28233, -3.31409], [2.82496, -3.56708, -3.90308], [1.35999, -4.03681, -2.85445], [1.55249, -0.38776, -0.15349], [0.31746, 0.26411, 0.35493], [0.34508, 1.44439, 0.50011], [-0.67426, -0.36938, 0.65612], [1.98983, 0.27343, -0.90159], [1.24583, -1.31353, -0.64032], [2.26379, -0.41257, 0.67207]],
  "forces_ev_per_angstrom": [[-0.504, 0.487, 0.621], [-0.594, 0.888, 0.864], [1.532, -1.795, 0.283], [-0.417, -1.248, 0.205], [0.603, 0.930, -1.608], [-0.801, 0.201, 4.331], [0.635, 0.661, -2.521], [-0.246, -0.169, -1.195], [-2.394, 0.525, 0.103], [1.216, -1.908, 0.940], [-0.739, 1.453, -1.633], [0.522, 0.285, -0.161], [-0.275, -0.034, 0.097], [0.149, -0.098, -0.545], [0.830, -0.296, -0.123], [-0.004, -0.312, -0.764], [0.124, 0.230, -0.647], [0.200, 0.185, -0.041], [0.680, 0.666, 0.185], [-0.306, 0.085, 0.461], [-0.377, -0.340, 0.752], [-0.060, -0.081, -0.486], [0.020, 0.014, 0.171], [0.104, -0.212, 0.778], [0.166, -0.093, 0.099], [-0.072, 0.116, -0.133], [-0.805, 0.389, -1.159], [-0.199, 0.689, 1.515], [1.155, -0.226, -2.843], [-1.046, -1.211, 0.391], [2.651, -0.393, 0.717], [-2.216, -0.963, 1.366], [1.386, 0.944, 0.000], [-0.924, -0.049, -0.678], [0.297, 3.192, -0.867], [0.482, -2.245, 0.928], [-0.221, 1.188, -0.506], [0.093, -0.109, -0.419], [0.640, 0.868, -0.046], [-0.268, -0.684, 0.346], [-0.508, -0.855, -0.189], [-0.211, 0.092, 0.612], [0.348, -0.843, 0.085], [-0.779, 0.246, 0.275], [-0.053, -0.113, -0.063], [0.025, 0.022, 0.004], [-0.040, 0.038, 0.354], [-0.242, 0.252, 0.101], [0.029, 0.107, 0.528], [0.399, -0.260, -0.490], [-0.082, -0.021, 0.004], [0.079, -0.086, 0.029], [0.962, -0.146, 2.118], [-1.026, 0.607, -1.334], [-1.064, -1.107, 1.233], [1.816, -0.878, 0.513], [-0.266, -1.225, -0.618], [1.754, 0.656, 0.366], [-0.390, -0.334, 0.466], [-1.138, 0.490, -0.123], [-1.271, 0.808, -0.947], [1.010, 1.136, 0.195], [0.305, -0.195, 0.099], [0.081, -0.092, 0.230], [0.141, 0.013, -0.586], [-0.031, 0.341, -0.231], [0.097, -0.086, -0.391], [-0.118, 0.284, -0.280], [-0.110, 0.070, 0.231], [-0.032, -0.105, 0.232], [0.580, -0.137, -0.581], [0.273, 0.261, -0.021], [-0.058, -0.393, 0.333], [0.162, 0.305, -0.083], [-0.521, -0.326, -0.531], [-0.270, 0.094, -0.661], [-0.345, -0.157, -0.391], [-0.516, 0.169, 0.883], [0.637, -0.614, 0.098], [-0.515, -1.229, 2.164], [-0.879, 4.498, -2.991], [1.575, -1.044, 1.413], [-0.226, -1.082, -2.579], [0.370, 0.174, 0.885], [-0.835, 0.656, -1.653], [0.522, -0.227, 0.258], [1.684, -2.027, 0.430], [-2.867, 1.953, -0.733], [-0.070, 0.903, -0.039], [-0.420, -0.105, 0.038], [-0.207, -0.052, 0.168], [-0.014, 0.437, -0.212], [0.176, -0.887, 0.864], [0.129, -0.026, 0.167], [0.403, 0.317, 0.246], [-0.256, 0.138, 0.544], [0.232, -0.035, -0.234], [0.197, -0.120, -0.003], [-0.266, -0.393, 0.488], [0.361, -0.343, 0.868], [0.012, -0.482, -0.407], [-0.260, -0.309, -0.064], [0.253, 0.298, -0.044], [0.301, -0.322, 0.236], [-1.387, 1.232, -0.622], [0.370, -1.307, -1.940], [1.378, -1.174, 1.828], [0.454, 1.522, 0.013], [-1.064, 0.194, 1.833], [-2.134, -0.924, -1.053], [0.114, -0.999, -0.582], [0.417, 0.797, 0.109], [1.833, 0.504, -1.456], [-1.226, 0.371, -1.046], [0.331, -1.621, 1.756], [0.562, 0.547, -0.140], [0.697, 0.222, 0.886], [-0.386, -0.093, 0.027], [0.058, -0.437, 0.668], [-0.143, -0.243, -0.259], [-0.258, -0.247, 0.397], [-0.158, -0.254, -0.055], [-0.378, -0.012, 0.436], [-0.467, 0.086, -0.167], [0.177, 0.102, -0.080], [0.108, 0.955, -0.074], [0.918, 0.317, -0.101], [0.320, -0.006, 0.255], [-0.146, 0.198, -0.580], [0.170, 0.121, 0.160], [-1.503, 0.772, -1.807], [0.194, -1.032, -0.526], [-0.214, -0.130, 3.304], [0.514, 0.205, -0.793], [0.566, -1.243, -0.361], [-0.002, 0.732, 0.190], [0.098, 0.355, 0.286], [0.345, 0.144, -0.655], [-0.253, -0.290, -0.601], [0.073, 1.124, -0.663], [-0.888, -1.256, 0.790], [-0.120, 0.084, -0.251], [0.159, 0.098, 0.565], [0.152, -0.203, 0.126], [0.440, 0.070, 0.497], [-0.701, -0.242, -0.053], [0.838, 0.350, 0.454], [-0.157, -0.402, -0.343], [0.274, 0.456, 0.240], [-0.082, -0.202, -0.293], [-0.308, -0.134, -0.091], [0.175, 0.420, 0.245], [0.266, -0.093, -0.319], [0.091, 0.111, 0.170], [0.116, 0.328, -0.174], [-0.029, 0.082, -0.063], [0.927, -0.810, 0.002], [0.522, -0.600, 1.411], [-1.011, 1.572, -2.280], [1.179, -1.174, -0.664], [-1.858, 0.748, 1.016], [2.992, 0.357, -0.443], [-1.003, -0.197, -0.962], [-0.780, 1.138, 0.770], [-1.401, -2.467, 0.556], [0.915, 0.894, 1.256], [0.007, 0.780, -0.171], [-0.279, 0.020, 0.120], [-0.096, -0.036, -0.110], [-0.179, 0.180, 0.079], [-0.068, 0.011, -0.089], [-0.328, -0.055, 0.040], [-0.094, 0.071, 0.075], [0.324, 0.013, -0.091], [0.296, -0.214, -0.292], [0.284, -0.008, 0.271], [-0.315, -0.124, -0.030], [0.184, -0.289, -0.371], [-0.298, 0.062, 0.096], [0.044, 0.087, 0.322], [-0.067, 0.018, -0.282], [0.166, 0.045, -0.186], [-0.636, -0.959, -0.594], [-0.407, -1.224, -1.066], [-0.654, -0.021, 0.896], [-0.279, 1.026, 1.244], [2.430, 0.542, -0.219], [-1.252, -0.051, 0.005], [1.373, -0.990, 1.006], [-1.092, 0.713, -0.492], [-0.082, -0.235, -2.908], [-1.628, 0.977, -0.169], [0.177, -0.128, 0.561], [-0.128, 0.192, -0.059], [0.373, 0.580, 0.513], [-0.008, -0.152, 0.049], [0.813, 0.218, 1.006], [0.062, 0.079, 0.581], [0.009, -0.124, -0.342], [-0.523, 0.504, 0.099], [0.007, -0.054, -0.333], [-0.002, 0.102, 0.210], [0.598, 0.008, -0.091], [0.250, -0.220, 0.324], [-0.069, -0.158, -0.080], [0.750, -0.109, -0.038], [0.061, -0.728, -0.135], [-0.362, 0.124, 0.123], [-0.480, 0.208, 0.841], [-0.459, -0.731, 0.069], [1.808, -0.834, -1.015], [-1.140, 0.196, -0.413], [0.171, 1.276, -0.765], [1.538, -0.881, 2.003], [-0.021, 1.362, -1.229], [0.181, 0.354, -0.171], [-2.231, 0.658, 1.047], [1.765, 0.640, -1.180], [-0.509, -0.919, -0.915], [-0.235, 0.174, 0.081], [0.112, -0.016, -0.304], [0.262, 0.038, -0.066], [0.455, 0.019, 0.121], [-0.020, 0.172, -0.370], [-0.786, -0.180, 0.809], [0.542, -1.101, 0.031], [-0.184, 0.034, -0.094], [-0.099, -0.166, 0.133], [-0.009, -0.074, -0.117], [-0.603, -0.146, 0.479], [0.342, -0.111, 0.076], [0.007, 0.078, -0.257], [-0.322, 0.150, 0.927], [-0.086, -0.306, 0.162], [-0.076, -0.519, 0.925], [-0.522, 1.788, 0.241], [-0.269, -0.075, 0.199], [0.531, -1.807, -0.809], [0.638, 0.236, -0.225], [-0.452, -0.179, -0.259], [0.238, 0.695, -0.140], [-0.272, 0.012, -0.664], [-0.823, -0.950, 0.379], [0.615, 2.541, -0.044], [0.329, -1.189, -0.353], [-0.229, 0.096, 0.057], [0.396, -0.130, 0.510], [-0.205, -0.533, 0.019]],
  "lowdin_charge": [-0.06, -0.28, -0.18, 0.54, -0.24, -0.17, -0.36, -0.06, -0.20, -0.27, -0.04, 0.08, 0.07, 0.07, 0.10, 0.11, 0.10, 0.11, 0.07, 0.08, 0.08, 0.11, 0.11, 0.05, 0.06, 0.08, -0.07, -0.29, -0.21, 0.59, -0.25, -0.20, -0.27, -0.08, -0.18, -0.32, -0.06, 0.08, 0.06, 0.08, 0.12, 0.12, 0.11, 0.12, 0.08, 0.08, 0.07, 0.11, 0.09, 0.07, 0.07, 0.07, -0.04, -0.24, -0.23, 0.51, -0.24, -0.17, -0.29, -0.08, -0.20, -0.24, -0.04, 0.07, 0.07, 0.06, 0.10, 0.09, 0.12, 0.12, 0.08, 0.08, 0.08, 0.10, 0.10, 0.07, 0.06, 0.05, -0.06, -0.35, -0.19, 0.50, -0.23, -0.18, -0.26, -0.04, -0.18, -0.31, -0.05, 0.08, 0.09, 0.05, 0.13, 0.11, 0.08, 0.12, 0.06, 0.06, 0.07, 0.09, 0.11, 0.08, 0.07, 0.08, -0.08, -0.32, -0.20, 0.57, -0.25, -0.22, -0.27, -0.08, -0.19, -0.30, -0.09, 0.07, 0.09, 0.09, 0.12, 0.12, 0.09, 0.11, 0.08, 0.07, 0.09, 0.12, 0.12, 0.06, 0.09, 0.08, -0.07, -0.27, -0.20, 0.48, -0.25, -0.20, -0.24, -0.06, -0.20, -0.24, -0.06, 0.05, 0.08, 0.07, 0.12, 0.11, 0.12, 0.11, 0.09, 0.06, 0.06, 0.11, 0.12, 0.06, 0.07, 0.08, -0.07, -0.29, -0.21, 0.51, -0.24, -0.21, -0.26, -0.08, -0.18, -0.29, -0.07, 0.07, 0.08, 0.08, 0.12, 0.13, 0.12, 0.12, 0.07, 0.06, 0.08, 0.12, 0.13, 0.08, 0.08, 0.07, -0.09, -0.26, -0.18, 0.52, -0.25, -0.18, -0.28, -0.06, -0.22, -0.23, -0.06, 0.08, 0.08, 0.07, 0.12, 0.11, 0.12, 0.10, 0.08, 0.07, 0.07, 0.11, 0.12, 0.08, 0.05, 0.06, -0.08, -0.30, -0.19, 0.52, -0.23, -0.17, -0.32, -0.07, -0.19, -0.23, -0.05, 0.08, 0.08, 0.08, 0.11, 0.12, 0.12, 0.11, 0.07, 0.07, 0.08, 0.12, 0.11, 0.05, 0.08, 0.05, 0.08, -0.39, 0.07, 0.01, 0.08, 0.10, 0.09, 0.06, -0.42, 0.04, 0.07, 0.08, 0.08, 0.11]
}